# 1
69
Properties=species:S:1:pos:R:3 method="wB97M-V/def2-TZVPD" s2=0.7832 homo_ev="-10.33 / -10.30" energy_ha=-3936.4843 orbital_gap_ev="8.03 / 5.13" spin_multiplicity=2 lumo_ev="-2.3 / -5.2" charge=+1
N -1.722 1.730 -0.938
H -2.527 2.456 5.708
H -1.172 -6.431 0.182
P 1.560 -0.481 -1.990
N 0.817 2.053 -1.065
H 4.816 -2.984 1.519
P -1.907 -0.982 -1.640
H -3.469 0.312 4.893
C 2.920 -1.965 1.500
H 2.639 -2.430 0.576
H 0.646 2.160 2.830
H 2.503 3.167 -1.551
C 4.167 -2.288 2.037
H 1.844 0.201 3.889
H 0.399 1.147 -5.719
H -0.585 2.715 -3.268
C -0.614 1.806 -3.913
C 2.623 1.041 -2.312
C -0.931 -5.393 0.374
C -0.884 2.447 4.311
C 0.338 2.057 -5.095
C -1.340 3.115 -0.759
C 2.059 -1.065 2.153
H 2.652 1.228 -3.400
C 3.731 -0.813 3.900
H 0.970 -2.902 -0.867
H 5.548 -1.952 3.647
H -2.718 1.366 -3.557
H -0.471 3.381 4.668
H -2.371 -0.895 3.058
H -0.011 2.893 -5.728
C -2.572 0.718 4.443
C -1.945 0.032 3.403
Sb 0.147 -0.569 1.230
H -1.433 3.698 -1.702
Zn -0.264 0.448 -1.238
H 0.621 4.102 -0.482
H 4.055 -0.363 4.828
C 2.476 -0.494 3.364
H 2.496 -1.284 -1.260
H -1.958 3.631 0.004
C -0.311 -2.688 0.865
C -0.783 0.545 2.812
C -0.028 -4.725 -0.450
H 1.594 -1.175 -3.220
C 1.976 2.199 -1.609
H -2.445 2.525 -4.901
H 0.431 -5.242 -1.283
H -4.373 -0.354 -1.250
H -1.686 -2.880 2.516
H 0.206 2.855 0.747
C -2.058 1.616 -4.402
C -2.041 1.926 4.899
C -1.525 -4.718 1.443
C -3.340 0.002 -1.255
H 3.669 0.916 -1.973
C 0.282 -3.385 -0.204
H 1.356 2.301 -4.742
H -2.039 -2.231 -0.959
C 0.134 3.122 -0.323
C -2.998 1.316 -0.961
H -2.097 0.779 -5.124
H -3.787 2.057 -0.746
H -1.970 -1.478 -2.975
C -0.256 1.758 3.268
C 4.577 -1.707 3.236
H -2.225 -5.239 2.082
O -0.176 0.667 -3.215
C -1.218 -3.373 1.686

***

# 2
70
Properties=species:S:1:pos:R:3 method="wB97M-V/def2-TZVPD" s2=8.7566 homo_ev="-7.68 / -7.87" energy_ha=-5330.2802 orbital_gap_ev="8.25 / 8.30" spin_multiplicity=6 lumo_ev="0.6 / 0.4"
C -2.529 -2.583 -2.876
H -4.070 -6.508 -1.393
H 4.287 -0.337 -3.691
H 3.696 -2.584 -1.598
C -4.464 -6.051 -0.482
C 2.442 0.404 -1.852
C -2.570 6.440 3.041
C 5.149 3.044 -2.055
O -0.682 1.033 -0.183
H 5.383 3.995 -1.593
O 0.272 0.798 1.780
H -3.419 1.745 0.215
H -4.500 -5.021 2.541
H -2.939 -2.426 -3.864
H -4.271 1.936 1.759
C -3.043 -3.544 -2.013
H 4.883 -1.315 -1.205
N -0.917 -1.972 -1.237
H 3.338 2.786 -0.934
H -1.787 7.061 3.475
Mn 0.284 -0.918 0.371
H -3.064 7.019 2.258
H 4.040 -0.242 1.795
C 3.678 1.138 -2.262
C -0.982 2.785 1.440
H -4.822 -6.856 0.164
H -3.236 -3.789 2.592
H -1.035 -5.870 1.550
H -1.010 -1.077 -3.083
H -2.187 -7.192 1.329
H -4.689 -3.521 1.630
C -0.432 1.473 0.972
C -3.295 1.786 1.299
H 1.612 1.084 -1.649
C 4.002 2.363 -1.679
H -5.326 -5.438 -0.754
Si -3.142 -5.071 0.449
C -0.647 5.028 2.222
C 4.059 -1.914 -0.821
H 1.845 4.678 1.389
S -0.692 -2.911 1.195
H -2.905 0.818 1.615
As 2.628 -0.726 -0.222
C -0.121 3.848 1.713
H 4.408 -2.512 0.020
C -2.005 5.164 2.476
C -1.461 -1.829 -2.446
C -2.846 4.099 2.176
C 5.680 1.295 -3.606
H 6.879 3.052 -3.325
C 3.673 0.390 0.987
C 1.354 3.707 1.440
H -3.887 -4.149 -2.327
H 1.828 3.116 2.227
C 5.991 2.513 -3.021
H 3.017 1.147 1.415
C -3.965 -4.275 1.948
C -1.766 -6.295 0.866
C -2.504 -3.742 -0.750
H -1.239 -6.605 -0.039
C -1.429 -2.896 -0.389
H 0.023 5.855 2.434
H 4.513 0.858 0.480
H 2.123 -0.288 -2.633
H -3.912 4.190 2.355
C 4.533 0.612 -3.228
H -3.312 6.228 3.811
H 6.328 0.875 -4.365
C -2.357 2.909 1.654
H 1.511 3.183 0.495

***

# 3
74
Properties=species:S:1:pos:R:3 method="wB97M-V/def2-TZVPD" homo_ev=-4.31 energy_ha=-2121.0094 orbital_gap_ev=5.33 spin_multiplicity=1 lumo_ev=1.0 charge=-1
H 6.023 -3.532 -2.090
C -5.798 2.924 -1.323
C 1.878 4.426 -0.064
O -2.544 -4.928 -1.525
H 5.552 -1.358 -3.173
H -0.011 2.100 1.432
H 3.329 3.957 1.651
H -1.258 1.507 -1.952
N -1.530 -5.013 -0.842
H 1.703 1.764 -2.692
H -0.381 2.850 -2.826
C -0.560 -6.622 2.395
H -2.249 5.669 -0.097
H 6.430 -3.646 0.337
H 2.202 5.531 0.105
N 6.443 -1.572 2.069
C 5.723 -1.403 -2.102
C 0.943 1.271 -1.970
H -0.135 5.172 0.383
H -2.538 -2.333 -0.204
C 5.902 -0.289 0.028
H 0.269 5.136 -1.434
H -5.029 -1.811 0.677
H 2.112 -0.294 -0.920
H -6.548 3.341 -0.543
C 6.179 -1.516 0.629
H -6.271 3.108 -2.344
H -3.798 -7.628 2.212
O -2.321 5.348 -1.024
H -5.594 0.657 1.649
H -3.712 2.580 1.734
H 0.622 0.312 -2.544
H -4.616 4.681 -2.004
C -2.835 -1.294 0.212
C -1.741 -0.162 0.234
C 1.677 0.751 -0.654
H -4.508 4.296 -0.131
C -3.421 1.550 1.329
H -3.689 -6.312 0.132
C -4.475 3.871 -1.196
C -4.521 0.457 1.282
C 5.990 -2.626 -1.494
C -1.610 -5.775 0.406
C -0.330 2.198 -1.864
H -5.586 1.833 -1.080
H 0.312 -6.712 3.035
C -2.808 -6.394 0.758
C -4.254 -0.979 0.741
C 6.220 -2.687 -0.124
O 6.381 -0.528 2.701
C 5.676 -0.237 -1.344
H 5.466 0.713 -1.823
H 2.116 2.608 1.376
C -2.872 -7.136 1.932
O -0.455 -4.510 -1.135
H -1.410 3.285 1.502
H -0.734 -0.451 -0.202
H 1.569 4.222 2.131
H 0.449 -5.396 0.956
C -0.923 2.455 0.850
B -2.097 3.882 -1.017
O -3.245 3.114 -1.458
H 2.611 1.359 -0.341
C 2.240 3.734 1.331
O 6.715 -2.661 2.556
H 1.026 0.574 0.262
C 0.346 4.522 -0.455
Cl 3.028 3.939 -1.462
C -1.750 -7.252 2.747
H 5.862 0.627 0.607
H -1.802 -7.836 3.660
B -0.587 3.192 -0.605
C -0.485 -5.880 1.221
C -1.964 1.259 0.793